The following is a quantum chemistry calculation of a cluster of 2 separate species, C23H35FIN4O5S in total, from the Open Molecules 2025 dataset.

The geometry in XYZ format:
```
70
Properties=species:S:1:pos:R:3:forces:R:3
C -3.68306 -3.65672 3.99285 0.476 0.458 -0.699
C -3.04340 -2.26216 3.60848 -0.642 -0.727 1.861
O -1.90271 -2.52863 2.77818 0.228 1.029 -0.569
C -1.65950 -1.47436 1.83888 -1.634 0.729 -0.351
C -1.14889 -0.13739 2.50948 1.034 -0.913 0.861
C 0.39432 0.14765 2.24896 -1.824 2.065 -0.612
N 1.23358 -0.92536 2.89632 -0.391 -0.712 0.550
C 1.71062 -1.98899 1.97152 0.516 -0.796 -1.625
S 2.90828 -3.01562 2.93673 3.241 0.071 4.102
O 4.28728 -2.63671 2.69917 -1.994 -0.825 -1.559
O 2.60577 -2.80100 4.35177 -1.363 -0.672 -2.187
F 2.69478 -4.58485 2.60555 -0.238 2.581 -0.052
C 2.38991 -1.26840 0.73765 -0.593 -0.202 -0.829
C 3.23419 -2.22065 -0.19211 -0.393 0.842 -0.259
C 2.63528 -3.65781 -0.40326 1.873 -0.025 0.509
O 3.35084 -4.58755 -0.19506 -0.788 0.367 -0.265
I 0.61923 -4.06311 -1.08393 0.262 0.262 0.196
N 1.25202 -0.68132 -0.04610 1.240 -0.321 1.948
C 0.74434 0.47179 0.74528 -0.385 0.703 -1.632
C -0.50025 1.05092 -0.05843 0.355 0.546 0.139
C -0.11823 1.49260 -1.54290 0.569 -1.078 0.148
C -0.62856 0.35444 -2.50662 -0.820 1.165 0.224
O -1.73841 0.49997 -2.96300 0.694 -0.519 0.381
N 0.19463 -0.83752 -2.80845 -0.351 0.947 -0.937
C 0.41946 -0.77042 -4.26698 0.960 -0.109 -2.460
C 1.68865 -0.21884 -4.73410 -1.568 -0.594 -1.819
C 1.93239 -0.10108 -6.18205 -1.992 -0.822 0.832
C 0.91264 -0.53451 -7.13823 -0.634 -0.358 1.809
C -0.35397 -1.12144 -6.67891 1.557 0.767 2.290
C -0.58975 -1.23766 -5.23848 1.977 0.872 -0.196
H -4.45830 -3.90290 3.21369 0.791 -0.061 0.974
H -4.12074 -3.64856 5.02111 0.242 0.069 -0.975
H -2.84153 -4.40594 3.96393 -1.014 0.633 0.039
H -2.73329 -1.76700 4.58002 -0.059 -0.333 -1.076
H -3.80903 -1.58359 3.14998 0.795 -0.581 -0.064
H -2.66705 -1.23560 1.37696 1.090 -0.168 0.193
H -1.01400 -1.82500 0.99378 -0.321 0.118 0.911
H -1.22180 -0.27171 3.63336 -0.119 0.122 -1.096
H -1.78589 0.75648 2.28518 0.851 -0.827 -0.064
H 0.60143 1.09544 2.82700 0.045 -1.070 -0.547
H 2.04287 -0.51354 3.38195 -0.173 -0.125 -0.113
H 0.64496 -1.37385 3.62564 0.426 0.180 -0.145
H 0.87452 -2.66987 1.64994 0.644 0.821 0.273
H 3.01958 -0.39922 1.09802 -0.122 -1.136 -0.001
H 3.31640 -1.75559 -1.22059 -0.323 -0.346 1.048
H 4.28537 -2.26645 0.19795 -1.115 -0.551 -0.299
H 1.71848 -0.36910 -0.90827 -0.944 0.074 0.167
H 1.52127 1.29154 0.70636 -0.596 -0.635 0.399
H -1.34352 0.31986 -0.13872 0.755 0.476 0.338
H -0.88344 1.95953 0.47719 0.318 -0.773 -0.404
H -0.65632 2.43668 -1.78515 0.482 -0.889 -0.008
H 0.99308 1.65728 -1.66189 -1.119 -0.061 0.180
H -0.38687 -1.66246 -2.62032 0.161 0.408 -0.026
H 2.47509 0.12385 -4.02373 -0.823 -0.367 -0.559
H 2.90198 0.32287 -6.52443 -0.964 -0.402 0.207
H 1.05035 -0.44281 -8.23740 0.141 0.002 1.046
H -1.15814 -1.46048 -7.36551 0.901 0.338 0.436
H -1.51727 -1.66892 -4.80111 0.702 0.412 -0.670
C -0.90578 5.01764 1.85826 0.042 -0.016 0.076
C -1.47643 6.17481 1.04517 0.084 -0.064 0.277
C -1.82490 5.77772 -0.39187 0.588 0.013 -0.048
C -0.60479 5.31009 -1.10194 -0.545 0.132 -0.038
N 0.33862 4.94860 -1.65110 -0.138 -0.027 0.221
H 0.03482 4.65490 1.43555 -0.043 0.022 -0.057
H -0.69974 5.33734 2.88130 -0.045 -0.046 -0.035
H -1.61148 4.18168 1.89864 0.005 0.027 0.014
H -0.75281 6.99375 1.03730 -0.096 -0.009 -0.073
H -2.37677 6.54687 1.53935 0.008 0.020 -0.129
H -2.24089 6.63203 -0.92852 0.052 -0.108 -0.088
H -2.56950 4.97833 -0.39930 0.067 -0.002 -0.083
```
Forces are in eV/Å.

Energy relative to the best compared isomer or geometry (same formula, charge and spin) in eV: 2.341
Strongest force on any atom in hartree/bohr: 0.1017
Gap between HOMO and LUMO in eV: 7.705
LUMO level in eV: -3.23
E_HOMO in Ha: -0.402
Charge: +1
Spin multiplicity: 1

These are the Mulliken partial charges, in e, on atoms 1 to 4:
1. C -1.09
2. C -0.25
3. O -0.37
4. C -0.69